Formula: C3H7ClO7
Source: the Open Molecules 2025 dataset
Level of theory: ωB97M-V/def2-TZVPD

Computed properties:
DFT total energy	-30078.290	eV
LUMO energy	0.43	eV

Geometry as ORCA input:
```
! RIJCOSX wB97M-V def2-TZVPD def2/J DEFGRID3
* xyz 0 1
C 0.81 0.25 0.36
C 1.09 1.74 0.67
C -0.34 -2.90 -1.26
O -0.21 -0.24 0.80
O 1.65 -0.33 -0.42
O 0.26 2.18 1.69
O 0.76 2.36 -0.53
O 2.41 1.94 1.03
O -0.59 -1.73 -1.76
O -1.32 -3.58 -0.78
Cl -3.11 -0.84 0.08
H -1.89 -0.67 0.47
H 1.34 -1.22 -0.71
H -0.46 1.54 1.80
H 0.88 3.32 -0.45
H 2.47 2.75 1.54
H -1.54 -1.44 -1.74
H -2.20 -3.13 -0.80
*
```

***

Formula: C3H7ClOS2
Source: the Open Molecules 2025 dataset
Level of theory: ωB97M-V/def2-TZVPD

Computed properties:
DFT total energy	-39461.401	eV
⟨S²⟩	2.01
relative energy (zero: lowest compared OMol25 entry of this formula, charge and spin)	0.0	kcal per mole
LUMO energy (spin up / spin down)	0.70 / -3.32	eV

Geometry as ORCA input:
```
! RIJCOSX wB97M-V def2-TZVPD def2/J DEFGRID3
* xyz 0 3
C -1.16 -1.20 -0.16
C -1.10 1.29 0.27
C -0.30 0.06 -0.15
O 0.77 -0.05 0.80
S 1.97 -1.13 0.49
S 3.14 -0.30 -0.87
Cl 4.51 0.89 0.11
H -1.58 -1.36 0.83
H -1.96 -1.10 -0.88
H -0.55 -2.07 -0.42
H -1.49 1.14 1.27
H -1.92 1.44 -0.42
H -0.46 2.17 0.27
H 0.14 0.22 -1.15
*
```

***

Formula: C3H7CsNO9S2
Source: the Open Molecules 2025 dataset
Level of theory: ωB97M-V/def2-TZVPD

Computed properties:
DFT total energy	-45360.220	eV
relative energy (zero: lowest compared OMol25 entry of this formula, charge and spin)	0.0	kcal per mole
LUMO energy	5.62	eV

Geometry as ORCA input:
```
! RIJCOSX wB97M-V def2-TZVPD def2/J DEFGRID3
* xyz -3 1
Cs -10.74 -20.19 20.09
S -13.34 -22.58 19.31
O -14.41 -22.66 20.30
O -13.56 -23.56 18.20
O -13.25 -21.19 18.74
O -12.00 -22.88 19.95
S -11.91 -19.35 23.47
O -11.40 -18.61 24.66
O -10.84 -20.30 22.99
O -13.13 -20.10 23.81
O -12.19 -18.38 22.36
C -9.96 -22.65 17.19
C -9.02 -23.21 18.23
O -7.94 -23.72 17.91
N -9.42 -23.05 19.50
C -8.56 -23.37 20.61
H -10.92 -23.18 17.20
H -9.52 -22.75 16.21
H -10.18 -21.60 17.41
H -10.46 -22.98 19.69
H -8.18 -22.46 21.09
H -7.72 -24.01 20.34
H -9.15 -23.88 21.39
*
```

***

Formula: C3H7FN3
Source: the Open Molecules 2025 dataset
Level of theory: ωB97M-V/def2-TZVPD

Computed properties:
DFT total energy	-10401.429	eV
relative energy (zero: lowest compared OMol25 entry of this formula, charge and spin)	92.7	kcal per mole
LUMO energy	-4.56	eV

Geometry as ORCA input:
```
! RIJCOSX wB97M-V def2-TZVPD def2/J DEFGRID3
* xyz 1 1
C 2.00 -2.25 1.57
C -0.60 0.58 0.06
C 0.72 1.28 0.37
N 1.00 -2.51 0.70
N 0.95 -2.28 2.26
N -0.49 -0.65 -0.28
F 3.27 -2.13 1.51
H -1.48 1.22 0.06
H 0.48 1.92 1.17
H 0.92 1.98 -0.56
H 1.57 0.59 0.57
H 0.69 -3.49 0.51
H 0.43 -1.16 -0.34
H -1.29 -1.20 -0.41
*
```

***

Formula: C3H7FNiO2
Source: the Open Molecules 2025 dataset
Level of theory: ωB97M-V/def2-TZVPD

Computed properties:
DFT total energy	-51068.605	eV
⟨S²⟩	3.76
relative energy (zero: lowest compared OMol25 entry of this formula, charge and spin)	7.7	kcal per mole
LUMO energy (spin up / spin down)	-5.19 / -6.27	eV

Geometry as ORCA input:
```
! RIJCOSX wB97M-V def2-TZVPD def2/J DEFGRID3
* xyz 1 4
O 0.06 1.82 0.01
C -1.28 1.50 -0.10
C -1.60 0.14 0.50
O -0.61 -0.81 0.05
C -0.53 -2.00 0.66
Ni 1.38 0.65 -0.05
H -1.61 1.49 -1.16
H -1.92 2.23 0.42
H -2.59 -0.22 0.18
H -1.55 0.19 1.60
H -0.03 -2.77 0.06
H -1.34 -2.27 1.35
H 1.67 -0.37 2.15
F 2.07 -0.54 1.22
*
```

***

Formula: C3H7FP
Source: the Open Molecules 2025 dataset
Level of theory: ωB97M-V/def2-TZVPD

Computed properties:
DFT total energy	-15221.463	eV
LUMO energy	-4.63	eV

Geometry as ORCA input:
```
! RIJCOSX wB97M-V def2-TZVPD def2/J DEFGRID3
* xyz 1 1
C 2.18 -0.17 -0.14
C 0.89 -0.50 0.07
C -0.18 0.58 -0.12
P -1.80 -0.08 0.17
F -2.84 0.81 -0.53
H 2.78 -0.78 -0.81
H 2.63 0.69 0.35
H 0.60 -1.50 0.39
H -0.12 0.93 -1.15
H -0.07 1.44 0.55
H -1.96 -1.37 -0.31
H -2.10 -0.06 1.53
*
```

***

Formula: C3H7FS2
Source: the Open Molecules 2025 dataset
Level of theory: ωB97M-V/def2-TZVPD

Computed properties:
DFT total energy	-27611.781	eV
SMILES	FC[C@@H](S)CS
relative energy (zero: lowest compared OMol25 entry of this formula, charge and spin)	14.3	kcal per mole
LUMO energy	0.70	eV

Geometry as ORCA input:
```
! RIJCOSX wB97M-V def2-TZVPD def2/J DEFGRID3
* xyz 0 1
F -0.70 -1.88 -0.12
C -1.20 -0.55 -0.15
C 0.02 0.36 -0.45
S -0.51 2.00 -0.97
C 1.01 0.45 0.75
S 1.60 -1.12 1.59
H -1.65 -0.37 0.91
H -1.99 -0.53 -0.87
H 0.53 -0.02 -1.29
H -1.11 1.51 -2.02
H 1.84 1.13 0.47
H 0.49 0.90 1.66
H 1.66 -1.89 0.48
*
```

***

Formula: C3H7IN
Source: the Open Molecules 2025 dataset
Level of theory: ωB97M-V/def2-TZVPD

Computed properties:
DFT total energy	-12806.521	eV
SMILES	C/C=[NH+]/CI
relative energy (zero: lowest compared OMol25 entry of this formula, charge and spin)	45.4	kcal per mole
LUMO energy	-5.39	eV

Geometry as ORCA input:
```
! RIJCOSX wB97M-V def2-TZVPD def2/J DEFGRID3
* xyz 1 1
C 1.14 0.24 -1.75
C 0.42 -0.14 -0.31
N -0.75 -0.25 0.24
C -0.97 -0.36 1.63
I -1.09 1.66 2.45
H 2.02 0.72 -1.35
H 1.33 -0.65 -2.36
H 0.28 0.76 -2.30
H 1.18 -0.29 0.40
H -1.65 -0.22 -0.32
H -1.94 -0.74 1.71
H 0.03 -0.73 1.97
*
```

***

Formula: C3H7IN2Si
Source: the Open Molecules 2025 dataset
Level of theory: ωB97M-V/def2-TZVPD

Computed properties:
DFT total energy	-22182.742	eV
relative energy (zero: lowest compared OMol25 entry of this formula, charge and spin)	43.7	kcal per mole
LUMO energy	0.42	eV

Geometry as ORCA input:
```
! RIJCOSX wB97M-V def2-TZVPD def2/J DEFGRID3
* xyz 0 1
C -0.39 -1.25 1.19
C -0.96 -1.60 -0.17
C 0.42 2.28 -0.11
N 0.51 -0.44 1.34
N -0.31 -0.99 -1.28
Si 1.04 0.48 0.01
I 3.40 -0.06 -0.54
H -0.84 -1.80 2.04
H -1.01 -2.66 -0.21
H -1.89 -1.13 -0.03
H -0.66 2.03 0.00
H 0.93 2.84 0.76
H 0.65 2.68 -1.08
H -0.91 -0.37 -1.91
*
```

***

Formula: C3H7IN3
Source: the Open Molecules 2025 dataset
Level of theory: ωB97M-V/def2-TZVPD

Computed properties:
DFT total energy	-15783.946	eV
relative energy (zero: lowest compared OMol25 entry of this formula, charge and spin)	100.3	kcal per mole
LUMO energy	-4.35	eV

Geometry as ORCA input:
```
! RIJCOSX wB97M-V def2-TZVPD def2/J DEFGRID3
* xyz 1 1
C 0.87 -0.23 0.31
C 2.21 2.21 0.46
C -0.81 -1.81 -0.45
N 1.06 1.79 0.52
N -0.26 -0.41 -0.24
N -1.08 0.61 -0.65
I 2.38 -1.44 0.85
H 3.14 1.52 0.40
H 2.22 3.37 0.43
H -1.18 -2.37 0.38
H -1.74 -1.75 -1.00
H -0.05 -2.48 -0.96
H -2.04 0.22 -0.63
H -0.79 1.52 -0.17
*
```

***

Formula: C3H7INO
Source: the Open Molecules 2025 dataset
Level of theory: ωB97M-V/def2-TZVPD

Computed properties:
DFT total energy	-14851.930	eV
relative energy (zero: lowest compared OMol25 entry of this formula, charge and spin)	80.0	kcal per mole
LUMO energy (spin up / spin down)	-4.35 / -4.34	eV

Geometry as ORCA input:
```
! RIJCOSX wB97M-V def2-TZVPD def2/J DEFGRID3
* xyz 1 1
C -0.11 2.58 -0.10
C 0.52 -1.75 0.18
C -0.57 0.29 -0.60
N 0.37 -0.28 0.36
O 0.96 2.68 0.27
I -2.58 -0.30 -0.04
H -0.99 3.07 -0.57
H 0.93 -2.15 -0.83
H 1.17 -2.26 0.91
H -0.40 -2.26 0.45
H -0.46 0.32 -1.60
H 1.31 0.11 0.34
H -0.14 -0.04 1.22
*
```

***

Formula: C3H7IOS2
Source: the Open Molecules 2025 dataset
Level of theory: ωB97M-V/def2-TZVPD

Computed properties:
DFT total energy	-35041.628	eV
SMILES	CCC[S@@](=O)(=S)I
relative energy (zero: lowest compared OMol25 entry of this formula, charge and spin)	1.7	kcal per mole
LUMO energy	-1.57	eV

Geometry as ORCA input:
```
! RIJCOSX wB97M-V def2-TZVPD def2/J DEFGRID3
* xyz 0 1
C -0.39 -0.87 -0.48
C 0.59 0.28 -0.26
C 0.17 1.14 0.88
S 1.96 2.34 1.28
O 3.04 1.41 1.48
S 2.20 3.72 -0.02
I 1.34 3.19 3.55
H -0.45 -1.49 0.41
H -1.38 -0.50 -0.71
H -0.05 -1.49 -1.31
H 0.67 0.87 -1.18
H 1.58 -0.14 -0.04
H -0.57 1.90 0.68
H 0.04 0.63 1.82
*
```

***

Q: DFT total energy of number 8 (C3H7IN)?
A: -12806.521 eV

***

Q: The highest DFT total energy belongs to which entry?
A: C3H7FN3

***

Q: What is the DFT total energy in the twelfth record?
A: -35041.628 eV

***

Q: Which value of DFT total energy does entry 5 give?
A: -51068.605 eV